Model P:
ORCA calculation (ωB97M-V/def2-TZVPD) on 3 unconnected molecules or ions with the total composition C3H10N3O.

Values from the calculation:
- Kohn-Sham gap: 10.20 eV
- 2S+1: 1
- Total charge: +1
- E_HOMO: -13.24 eV
- M: 104.13 g mol⁻¹

Each atom is followed by the atoms it is bonded to, with distances in Å.
CARTESIAN COORDINATES (ANGSTROEM)
1 C -3.229 1.544 0.860  C2 1.413, O7 1.457, H8 1.112, H9 1.023
2 C -2.301 0.829 0.069  C1 1.413, O7 1.243
3 C 0.853 -1.414 -1.521  N4 1.289, N5 1.360, H10 1.063
4 N 0.389 -0.902 -0.433  C3 1.289, H11 1.055, H12 1.021
5 N 2.143 -1.323 -1.939  C3 1.360, H13 1.019, H14 1.014
6 N 1.532 0.579 1.638  H15 1.010, H16 1.127, H17 1.003
7 O -3.098 1.517 -0.592  C1 1.457, C2 1.243
8 H -3.981 0.839 1.277  C1 1.112
9 H -3.281 2.506 1.203  C1 1.023
10 H 0.423 -2.063 -2.245  C3 1.063
11 H 1.033 -0.453 0.272  N4 1.055
12 H -0.600 -0.678 -0.318  N4 1.021
13 H 2.436 -2.002 -2.641  N5 1.019
14 H 2.886 -0.949 -1.358  N5 1.014
15 H 0.997 1.405 1.865  N6 1.010
16 H 1.302 -0.251 2.365  N6 1.127
17 H 2.496 0.816 1.496  N6 1.003

Mulliken atomic charge list, values in e, 6 entries:
1 C -0.217
2 C -0.174
3 C 0.325
4 N -0.084
5 N -0.363
6 N -0.925

***

Model Q:
ORCA calculation (ωB97M-V/def2-TZVPD) on 2 unconnected molecules or ions with the total composition C3H10N3O.

Values from the calculation:
- Kohn-Sham gap: 9.69 eV
- 2S+1: 1
- Total charge: +1
- E_HOMO: -13.43 eV
- M: 104.13 g mol⁻¹

Each atom is followed by the atoms it is bonded to, with distances in Å.
CARTESIAN COORDINATES (ANGSTROEM)
1 N 1.144 1.480 1.327  C2 1.301, H4 1.020, H5 1.012
2 C 1.388 1.210 0.077  N1 1.301, N3 1.306, H6 1.084
3 N 2.567 0.998 -0.442  C2 1.306, H7 1.016, H8 1.013
4 H 1.922 1.525 1.985  N1 1.020
5 H 0.250 1.678 1.757  N1 1.012
6 H 0.567 1.203 -0.629  C2 1.084
7 H 2.693 0.596 -1.367  N3 1.016
8 H 3.371 0.892 0.165  N3 1.013
9 O -0.459 -0.443 -2.168  C10 1.197
10 C -1.258 -0.308 -1.287  O9 1.197, C11 1.497, H13 1.107
11 C -1.846 -1.416 -0.472  C10 1.497, N12 1.460, H14 1.097, H15 1.093
12 N -1.604 -1.146 0.942  C11 1.460, H16 1.016, H17 1.017
13 H -1.613 0.699 -0.991  C10 1.107
14 H -2.917 -1.398 -0.713  C11 1.097
15 H -1.517 -2.400 -0.818  C11 1.093
16 H -2.069 -1.851 1.508  N12 1.016
17 H -0.619 -1.320 1.127  N12 1.017

Mulliken atomic charge list, values in e, 6 entries:
1 N -0.311
2 C 0.220
3 N -0.339
4 H 0.221
5 H 0.279
6 H 0.362

***

Which of them is most stable, and which least? Most stable: model Q; least stable: model P.

***

Model P:
ORCA calculation (ωB97M-V/def2-TZVPD) on 2 unconnected molecules or ions with the total composition C3H10N3O.

Values from the calculation:
- Kohn-Sham gap: 9.94 eV
- 2S+1: 1
- Total charge: +1
- E_HOMO: -13.49 eV
- M: 104.13 g mol⁻¹

Each atom is followed by the atoms it is bonded to, with distances in Å.
CARTESIAN COORDINATES (ANGSTROEM)
1 O 2.127 1.819 -0.847  C2 1.222
2 C 1.342 1.079 -0.273  O1 1.222, C3 1.516, H5 1.078
3 C 0.388 0.199 -1.057  C2 1.516, N4 1.474, H6 1.096, H7 1.083
4 N 0.556 0.463 -2.498  C3 1.474, H8 1.011, H9 1.028, H10 1.025
5 H 1.258 0.987 0.798  C2 1.078
6 H 0.678 -0.839 -0.858  C3 1.096
7 H -0.649 0.328 -0.772  C3 1.083
8 H -0.343 0.598 -2.940  N4 1.011
9 H 1.044 1.360 -2.609  N4 1.028
10 H 1.156 -0.256 -2.914  N4 1.025
11 N -2.400 -1.519 1.140  C12 1.423, H14 1.033, H15 1.041
12 C -1.368 -1.217 2.072  N11 1.423, N13 1.280, H16 1.117
13 N -0.313 -0.543 1.803  C12 1.280, H17 1.015
14 H -3.299 -1.220 1.549  N11 1.033
15 H -2.615 -2.534 1.234  N11 1.041
16 H -1.557 -1.698 3.062  C12 1.117
17 H 0.235 -0.455 2.652  N13 1.015

Mulliken atomic charge list, values in e, 6 entries:
1 O -0.497
2 C 0.168
3 C -0.612
4 N -0.218
5 H 0.479
6 H 0.276

***

Model Q:
ORCA calculation (ωB97M-V/def2-TZVPD) on 2 unconnected molecules or ions with the total composition C3H10N3O.

Values from the calculation:
- Kohn-Sham gap: 11.18 eV
- 2S+1: 1
- Total charge: +1
- E_HOMO: -14.68 eV
- M: 104.13 g mol⁻¹

Each atom is followed by the atoms it is bonded to, with distances in Å.
CARTESIAN COORDINATES (ANGSTROEM)
1 C 1.530 -0.787 -1.993  N2 1.470, H5 1.087, H6 1.088, H7 1.086
2 N 0.831 -0.646 -0.708  C1 1.470, C3 1.308, H8 1.024
3 C 1.398 -0.884 0.447  N2 1.308, N4 1.328, H9 1.087
4 N 0.785 -0.955 1.623  C3 1.328, H10 1.024, H11 1.012
5 H 1.346 0.113 -2.573  C1 1.087
6 H 1.098 -1.620 -2.544  C1 1.088
7 H 2.579 -0.974 -1.782  C1 1.086
8 H -0.040 -0.108 -0.725  N2 1.024
9 H 2.459 -1.104 0.356  C3 1.087
10 H 0.035 -0.290 1.835  N4 1.024
11 H 1.382 -1.280 2.373  N4 1.012
12 C -1.919 0.949 0.277  N13 1.391, O14 1.198, H15 1.101
13 N -0.964 1.456 1.152  C12 1.391, H16 1.014, H17 1.015
14 O -1.728 0.812 -0.898  C12 1.198
15 H -2.810 0.572 0.803  C12 1.101
16 H -0.334 2.114 0.707  N13 1.014
17 H -1.374 1.819 2.006  N13 1.015

Mulliken atomic charge list, values in e, 6 entries:
1 C -0.826
2 N 0.032
3 C 0.159
4 N -0.292
5 H 0.302
6 H 0.300

***

Model R:
ORCA calculation (ωB97M-V/def2-TZVPD) on 2 unconnected molecules or ions with the total composition C3H10N3O.

Values from the calculation:
- Kohn-Sham gap: 8.21 eV
- 2S+1: 1
- Total charge: +1
- E_HOMO: -11.75 eV
- M: 104.13 g mol⁻¹

Each atom is followed by the atoms it is bonded to, with distances in Å.
CARTESIAN COORDINATES (ANGSTROEM)
1 C 0.931 -1.174 0.489  C2 1.515, N4 1.298, O7 1.291
2 C 0.051 -2.347 0.108  C1 1.515, H8 1.053, H9 1.178, H10 1.101
3 C -0.699 1.549 -0.251  N5 1.281, N6 1.360
4 N 1.902 -0.757 -0.265  C1 1.298, H11 1.005, H12 1.009
5 N -1.645 1.554 -1.114  C3 1.281, H13 0.991, H14 1.089
6 N -0.473 2.596 0.586  C3 1.360, H16 0.980, H17 0.962
7 O 0.761 -0.708 1.681  C1 1.291, H15 0.998
8 H 0.339 -2.851 -0.771  C2 1.053
9 H -0.886 -1.849 -0.404  C2 1.178
10 H -0.088 -3.093 0.905  C2 1.101
11 H 2.071 -1.287 -1.102  N4 1.005
12 H 2.588 -0.036 -0.099  N4 1.009
13 H -1.596 0.753 -1.696  N5 0.991
14 H -2.403 2.272 -1.425  N5 1.089
15 H -0.218 -0.671 1.876  O7 0.998
16 H -1.041 3.391 0.507  N6 0.980
17 H 0.405 2.659 0.974  N6 0.962

Mulliken atomic charge list, values in e, 6 entries:
1 C 0.869
2 C -1.165
3 C -0.198
4 N -0.285
5 N -0.307
6 N -0.299

***

Which of them is most stable, and which least? Most stable: model Q; least stable: model R.

***

Model P:
ORCA calculation (ωB97M-V/def2-TZVPD) on 2 unconnected molecules or ions with the total composition C4H3O3.

Values from the calculation:
- Kohn-Sham gap: 6.77 eV
- 2S+1: 1
- Total charge: -1
- E_HOMO: -2.92 eV
- M: 99.06 g mol⁻¹

Each atom is followed by the atoms it is bonded to, with distances in Å.
CARTESIAN COORDINATES (ANGSTROEM)
1 C -0.973 0.465 -0.084  C2 1.291, C4 1.577, H8 1.146
2 C -0.295 0.894 -1.095  C1 1.291, C4 1.588, O7 1.255
3 C -2.329 2.184 -2.560  O5 1.164, O6 1.148
4 C 0.495 -0.108 -0.150  C1 1.577, C2 1.588, H9 1.090, H10 1.134
5 O -2.356 3.145 -1.904  C3 1.164
6 O -2.542 1.284 -3.240  C3 1.148
7 O -0.030 1.596 -2.102  C2 1.255
8 H -2.037 0.142 0.193  C1 1.146
9 H 1.148 0.070 0.705  C4 1.090
10 H 0.516 -1.121 -0.659  C4 1.134

Mulliken atomic charge list, values in e, 6 entries:
1 C -0.385
2 C 0.275
3 C 0.779
4 C -0.635
5 O -0.434
6 O -0.410

***

Model Q:
ORCA calculation (ωB97M-V/def2-TZVPD) on a gas-phase ion, C4H3O3 (charge -1).

Values from the calculation:
- Kohn-Sham gap (spin up / spin down): 7.21 / 7.21 eV
- SMILES string: CC(=O)C1=C([O-])O1
- 2S+1: 1
- Total charge: -1
- E_HOMO (spin up / spin down): -3.14 / -3.14 eV
- M: 99.06 g mol⁻¹

Each atom is followed by the atoms it is bonded to, with distances in Å.
CARTESIAN COORDINATES (ANGSTROEM)
1 C -1.529 0.156 -0.011  C2 1.526, H8 1.100, H9 1.129, H10 1.122
2 C -0.300 -0.736 0.144  C1 1.526, O3 1.426, C4 1.360
3 O -0.301 -2.123 0.473  C2 1.426
4 C 0.884 -0.069 0.199  C2 1.360, C5 1.370, O7 1.502
5 C 2.181 0.252 -0.103  C4 1.370, O6 1.182, O7 1.346
6 O 3.358 0.186 -0.013  C5 1.182
7 O 1.314 1.231 -0.419  C4 1.502, C5 1.346
8 H -1.576 1.128 0.499  C1 1.100
9 H -2.346 -0.564 0.285  C1 1.129
10 H -1.686 0.538 -1.055  C1 1.122

Mulliken atomic charge list, values in e, 6 entries:
1 C -1.043
2 C 0.469
3 O -0.790
4 C -0.077
5 C 0.672
6 O -0.607

***

Which of them is most stable, and which least? Most stable: model P; least stable: model Q.